(1)
An isolated molecule of C9H16N4O5. Source: OMol25; level of theory: ωB97M-V/def2-TZVPD.

Last columns: bonded neighbours and bond lengths (Å).
Positions of all 34 atoms, in Å:
1 N 2.222 3.353 -0.077  C2 1.434, H19 1.040, H20 0.924
2 C 1.309 2.255 0.055  N1 1.434, O3 1.199, C4 1.599
3 O 1.241 1.540 -0.904  C2 1.199
4 C 0.535 2.219 1.455  C2 1.599, C5 1.526, H21 1.109, H22 1.167
5 C 0.993 1.166 2.460  C4 1.526, C6 1.597, H23 1.065, H24 1.034
6 C 1.332 -0.245 1.794  C5 1.597, N7 1.400, C8 1.634, H25 1.127
7 N 2.516 -0.148 1.054  C6 1.400, H26 1.023, H27 1.005
8 C -0.151 -0.783 1.369  C6 1.634, O9 1.200, N10 1.268
9 O -0.938 -0.945 2.261  C8 1.200
10 N -0.424 -0.957 0.143  C8 1.268, C11 1.364, H28 1.003
11 C -1.606 -1.118 -0.518  N10 1.364, C12 1.560, C16 1.594, H29 1.145
12 C -1.478 -2.024 -1.781  C11 1.560, C13 1.596, H30 1.124, H31 1.041
13 C -0.374 -1.429 -2.768  C12 1.596, N14 1.351, O15 1.198
14 N -0.132 -2.277 -3.792  C13 1.351, H32 1.043, H33 1.031
15 O 0.279 -0.468 -2.479  C13 1.198
16 C -2.878 -1.077 0.442  C11 1.594, O17 1.208, O18 1.355
17 O -2.977 -1.526 1.559  C16 1.208
18 O -3.935 -0.451 -0.129  C16 1.355, H34 0.923
19 H 1.992 4.339 0.158  N1 1.040
20 H 2.946 3.326 -0.650  N1 0.924
21 H 0.629 3.243 1.871  C4 1.109
22 H -0.558 1.900 1.198  C4 1.167
23 H 1.884 1.567 2.883  C5 1.065
24 H 0.320 1.035 3.235  C5 1.034
25 H 1.397 -0.879 2.724  C6 1.127
26 H 2.831 -1.098 0.846  N7 1.023
27 H 3.298 0.462 1.216  N7 1.005
28 H 0.228 -0.579 -0.519  N10 1.003
29 H -1.724 -0.094 -1.016  C11 1.145
30 H -2.394 -1.866 -2.413  C12 1.124
31 H -1.382 -2.940 -1.295  C12 1.041
32 H 0.677 -2.140 -4.434  N14 1.043
33 H -0.974 -2.646 -4.261  N14 1.031
34 H -4.703 -0.714 0.311  O18 0.923

Summary:
Kohn-Sham gap	8.77	eV
HOMO level	-8.14	eV
LUMO energy	0.6	eV
SMILES	NC(=O)CC[C@H](N)C(=O)N[C@@H](CC(N)=O)C(=O)O
spin multiplicity	1


(2)
A 2-piece molecular cluster, C9H16N5 overall. Source: OMol25; level of theory: ωB97M-V/def2-TZVPD.

Last columns: bonded neighbours and bond lengths (Å).
Positions of all 30 atoms, in Å:
1 C 1.931 -1.829 -0.707  N10 1.153, N14 1.316
2 C -0.006 -1.480 0.820  N11 1.288, N13 1.288
3 C -3.099 -0.417 -0.542  C4 1.464, C6 1.549, H15 1.081, H16 1.115
4 C -2.213 -0.628 -1.687  C3 1.464, C7 1.613, H17 1.149, H18 1.121
5 C 3.179 1.826 1.046  C8 1.542, C9 1.592, H19 1.115, H20 1.018
6 C -2.278 -0.789 0.719  C3 1.549, N11 1.457, H21 1.131, H22 1.085
7 C -0.780 -0.179 -1.096  C4 1.613, N11 1.507, H23 1.137, H24 1.048
8 C 3.115 0.475 1.788  C5 1.542, N12 1.427, H25 1.142, H26 1.126
9 C 2.716 1.068 -0.276  C5 1.592, N12 1.504, H27 1.129, H28 1.064
10 N 1.868 -2.107 -1.824  C1 1.153
11 N -0.881 -0.677 0.322  C2 1.288, C6 1.457, C7 1.507
12 N 2.566 -0.131 0.619  C8 1.427, C9 1.504, N14 1.297
13 N -0.039 -2.400 1.720  C2 1.288, H29 1.015, H30 1.121
14 N 2.019 -1.301 0.495  C1 1.316, N12 1.297
15 H -3.470 0.597 -0.480  C3 1.081
16 H -3.976 -1.068 -0.767  C3 1.115
17 H -2.153 -1.743 -1.958  C4 1.149
18 H -2.428 -0.083 -2.642  C4 1.121
19 H 2.372 2.540 1.332  C5 1.115
20 H 4.128 2.190 1.114  C5 1.018
21 H -2.550 -0.142 1.606  C6 1.131
22 H -2.597 -1.802 0.937  C6 1.085
23 H 0.093 -0.571 -1.711  C7 1.137
24 H -0.705 0.863 -1.010  C7 1.048
25 H 4.056 0.118 2.328  C8 1.142
26 H 2.360 0.652 2.604  C8 1.126
27 H 1.738 1.429 -0.709  C9 1.129
28 H 3.480 0.817 -0.973  C9 1.064
29 H -0.913 -2.837 1.995  N13 1.015
30 H 0.918 -2.763 2.177  N13 1.121

Summary:
Kohn-Sham gap	8.22	eV
charge	+1
HOMO level	-12.24	eV
LUMO energy	-4.0	eV
spin multiplicity	1


(3)
A 2-piece molecular cluster, C9H16NO overall. Source: OMol25; level of theory: ωB97M-V/def2-TZVPD.

Last columns: bonded neighbours and bond lengths (Å).
Positions of all 27 atoms, in Å:
1 C -0.487 2.344 1.688  C2 1.473, N3 1.546, H4 1.092, H5 1.092
2 C 0.534 1.330 2.002  C1 1.473, H6 1.082, H7 1.121, H11 1.105
3 N -1.800 1.574 1.411  C1 1.546, H8 1.017, H9 1.021, H10 1.032
4 H -0.871 3.034 2.443  C1 1.092
5 H -0.261 2.958 0.814  C1 1.092
6 H 0.992 0.829 1.159  C2 1.082
7 H 0.257 0.594 2.800  C2 1.121
8 H -1.841 0.767 2.027  N3 1.017
9 H -2.684 2.082 1.361  N3 1.021
10 H -1.712 1.087 0.506  N3 1.032
11 H 1.295 1.564 2.769  C2 1.105
12 C 2.586 -0.680 -2.159  C18 1.503, H25 1.097, H26 1.099, H27 1.090
13 C -1.153 -1.166 -0.376  C14 1.360, C15 1.424, O19 1.383
14 C -1.058 -1.252 -1.731  C13 1.360, C16 1.432, H20 1.089
15 C 0.008 -1.405 0.413  C13 1.424, C17 1.371, H22 1.080
16 C 0.210 -1.198 -2.394  C14 1.432, C18 1.381, H23 1.080
17 C 1.188 -1.637 -0.248  C15 1.371, C18 1.405, H24 1.089
18 C 1.338 -1.307 -1.606  C12 1.503, C16 1.381, C17 1.405
19 O -2.368 -1.123 0.283  C13 1.383, H21 0.969
20 H -1.967 -1.301 -2.328  C14 1.089
21 H -3.133 -1.277 -0.291  O19 0.969
22 H -0.038 -1.289 1.485  C15 1.080
23 H 0.286 -1.175 -3.471  C16 1.080
24 H 2.017 -1.954 0.383  C17 1.089
25 H 2.461 -0.492 -3.233  C12 1.097
26 H 3.467 -1.261 -1.856  C12 1.099
27 H 2.735 0.355 -1.851  C12 1.090

Summary:
Kohn-Sham gap	8.40	eV
charge	+1
HOMO level	-11.61	eV
LUMO energy	-3.2	eV
spin multiplicity	1


Copy entry 2 word for word.
A 2-piece molecular cluster, C9H16N5 overall. Source: OMol25; level of theory: ωB97M-V/def2-TZVPD.

Last columns: bonded neighbours and bond lengths (Å).
Positions of all 30 atoms, in Å:
1 C 1.931 -1.829 -0.707  N10 1.153, N14 1.316
2 C -0.006 -1.480 0.820  N11 1.288, N13 1.288
3 C -3.099 -0.417 -0.542  C4 1.464, C6 1.549, H15 1.081, H16 1.115
4 C -2.213 -0.628 -1.687  C3 1.464, C7 1.613, H17 1.149, H18 1.121
5 C 3.179 1.826 1.046  C8 1.542, C9 1.592, H19 1.115, H20 1.018
6 C -2.278 -0.789 0.719  C3 1.549, N11 1.457, H21 1.131, H22 1.085
7 C -0.780 -0.179 -1.096  C4 1.613, N11 1.507, H23 1.137, H24 1.048
8 C 3.115 0.475 1.788  C5 1.542, N12 1.427, H25 1.142, H26 1.126
9 C 2.716 1.068 -0.276  C5 1.592, N12 1.504, H27 1.129, H28 1.064
10 N 1.868 -2.107 -1.824  C1 1.153
11 N -0.881 -0.677 0.322  C2 1.288, C6 1.457, C7 1.507
12 N 2.566 -0.131 0.619  C8 1.427, C9 1.504, N14 1.297
13 N -0.039 -2.400 1.720  C2 1.288, H29 1.015, H30 1.121
14 N 2.019 -1.301 0.495  C1 1.316, N12 1.297
15 H -3.470 0.597 -0.480  C3 1.081
16 H -3.976 -1.068 -0.767  C3 1.115
17 H -2.153 -1.743 -1.958  C4 1.149
18 H -2.428 -0.083 -2.642  C4 1.121
19 H 2.372 2.540 1.332  C5 1.115
20 H 4.128 2.190 1.114  C5 1.018
21 H -2.550 -0.142 1.606  C6 1.131
22 H -2.597 -1.802 0.937  C6 1.085
23 H 0.093 -0.571 -1.711  C7 1.137
24 H -0.705 0.863 -1.010  C7 1.048
25 H 4.056 0.118 2.328  C8 1.142
26 H 2.360 0.652 2.604  C8 1.126
27 H 1.738 1.429 -0.709  C9 1.129
28 H 3.480 0.817 -0.973  C9 1.064
29 H -0.913 -2.837 1.995  N13 1.015
30 H 0.918 -2.763 2.177  N13 1.121

Summary:
Kohn-Sham gap	8.22	eV
charge	+1
HOMO level	-12.24	eV
LUMO energy	-4.0	eV
spin multiplicity	1